Computed, not measured: a molecular structure, C10H25N2NaSi2, with ωB97M-V with the def2-TZVPD basis set.

Summary:
* frontier orbital gap: 6.575 eV
* molecular weight: 252.49 u
* net charge: 0
* LUMO: -0.1 eV
* 2S+1: 1
* largest force on an atom: 0.0026 Eh/bohr

Each line ends with the natural charge from an NBO analysis.
CARTESIAN COORDINATES (ANGSTROEM)
Na 0.22 0.05 -0.29  0.890
C -1.10 -2.07 4.19  -1.122
Si -0.70 -1.64 2.41  1.670
C 0.55 -2.96 1.85  -1.106
C -2.29 -1.99 1.45  -1.111
C -0.04 0.01 2.06  -1.809
Si -0.95 1.53 2.41  1.669
C -2.58 1.63 1.46  -1.111
C 0.06 3.04 1.87  -1.106
C -1.42 1.89 4.20  -1.122
H -1.46 -3.10 4.28  0.222
H -1.88 -1.41 4.59  0.227
H -0.22 -1.96 4.84  0.228
H 0.19 -3.97 2.08  0.225
H 1.51 -2.81 2.36  0.225
H 0.73 -2.91 0.78  0.206
H -2.57 -3.04 1.55  0.228
H -2.20 -1.77 0.38  0.205
H -3.12 -1.39 1.83  0.229
H 0.97 0.09 2.51  0.244
H -2.46 1.44 0.38  0.204
H -3.03 2.62 1.56  0.228
H -3.31 0.90 1.83  0.229
H 0.25 3.03 0.79  0.206
H 1.03 3.05 2.37  0.225
H -0.45 3.98 2.10  0.225
H -2.09 1.11 4.60  0.227
H -1.94 2.85 4.29  0.222
H -0.54 1.91 4.85  0.228
C 5.17 1.21 -1.64  -0.395
N 4.43 0.01 -2.04  -0.462
C 5.08 -1.29 -1.91  -0.396
C 3.11 0.04 -1.90  0.515
N 1.96 0.08 -1.81  -0.509
H 6.18 1.13 -2.03  0.213
H 5.21 1.32 -0.55  0.201
H 4.69 2.09 -2.07  0.223
H 6.10 -1.20 -2.29  0.213
H 4.55 -2.02 -2.52  0.223
H 5.11 -1.64 -0.88  0.201

***

Computed, not measured: 9 unconnected molecules or ions with the total composition C4H24O10 in a non-equilibrium geometry, with ωB97M-V with the def2-TZVPD basis set.

Summary:
* frontier orbital gap: 10.430 eV
* molecular weight: 232.23 u
* ΔE to the lowest compared entry with this formula, charge and spin: 3.565 eV
* net charge: 0
* LUMO: 0.0 eV
* SMILES string: CCCC(=O)O.O.O.O.O.O.O.O.O
* 2S+1: 1
* largest force on an atom: 0.1786 Eh/bohr

Each line ends with the natural charge from an NBO analysis.
CARTESIAN COORDINATES (ANGSTROEM)
O 0.72 -2.20 -0.01  -0.654
C 1.21 -1.40 0.75  0.851
O 1.78 -1.57 1.99  -0.748
C 1.25 0.18 0.34  -0.453
C 2.21 0.38 -0.84  -0.392
C 2.11 1.94 -1.07  -0.621
H 1.51 -2.15 2.70  0.530
H 1.57 0.73 1.31  0.182
H 0.34 0.44 0.06  0.215
H 3.34 0.19 -0.69  0.208
H 1.95 -0.22 -1.66  0.203
H 1.08 2.24 -1.05  0.198
H 2.67 1.97 -2.06  0.218
H 2.63 2.45 -0.15  0.232
H -1.49 -0.75 -0.14  0.489
H -2.39 -1.57 0.66  0.477
O -1.64 -1.03 0.69  -0.957
H -1.78 3.03 1.09  0.482
H -1.13 1.96 2.04  0.475
O -1.11 2.87 1.78  -0.955
H -1.45 -2.17 -3.34  0.521
H -0.29 -1.27 -3.91  0.470
O -1.21 -1.28 -3.81  -0.982
H -2.85 0.84 1.10  0.468
H -2.95 1.78 -0.01  0.455
O -3.53 1.45 0.83  -0.925
H -1.36 0.01 -2.48  0.513
H -1.34 1.60 -2.12  0.488
O -1.41 0.65 -1.79  -1.019
H 0.98 3.49 1.95  0.500
H 1.58 1.99 2.16  0.456
O 1.70 2.94 2.38  -0.960
H -1.27 -3.25 -1.02  0.485
H 0.13 -3.31 -1.67  0.511
O -0.86 -3.24 -1.94  -0.979
H -0.42 -2.36 1.88  0.489
H -0.15 -2.52 3.49  0.488
O -0.12 -2.83 2.56  -0.958

***

Computed, not measured: 3 unconnected molecules or ions with the total composition C49H44BBrINO9 in a non-equilibrium geometry, with ωB97M-V with the def2-TZVPD basis set.

Summary:
* frontier orbital gap: 8.501 eV
* molecular weight: 1008.51 u
* ΔE to the lowest compared entry with this formula, charge and spin: 0.000 eV
* net charge: 0
* LUMO: -1.1 eV
* SMILES string: CCCCCCCCc1c(CC(=O)Br)cc([C@@H](I)CC)c2c1C(=O)N(B(O)O)C2=O.O=C1c2ccccc2C(=O)c2ccccc21.O=C1c2ccccc2C(=O)c2ccccc21
* 2S+1: 1
* largest force on an atom: 0.0292 Eh/bohr

Each line ends with the Löwdin charge.
CARTESIAN COORDINATES (ANGSTROEM)
C -1.39 -3.49 -1.73  -0.117
C -0.36 -3.60 -2.86  -0.265
C 1.02 -3.84 -2.25  -0.232
C 2.19 -3.65 -3.22  -0.191
C 3.36 -2.89 -2.56  -0.215
C 4.77 -3.33 -3.00  -0.182
C 5.74 -3.78 -1.89  -0.176
C 5.68 -2.96 -0.60  -0.113
C 5.69 -3.70 0.73  -0.050
C 6.44 -3.19 1.81  -0.121
C 7.25 -1.91 1.67  -0.138
C 7.31 -1.11 2.94  -0.810
O 6.46 -0.42 3.34  0.092
Br 8.98 -1.28 3.95  0.700
C 6.46 -3.83 3.05  -0.031
C 5.74 -4.99 3.33  -0.167
C 5.74 -5.63 4.72  -0.600
I 7.07 -4.65 6.09  0.972
C 4.31 -5.82 5.30  -0.288
C 4.01 -5.26 6.69  -0.185
C 5.02 -5.52 2.25  -0.012
C 4.99 -4.88 1.01  0.007
C 4.08 -5.68 0.14  -0.324
O 3.55 -5.42 -0.90  0.170
N 3.83 -6.94 0.79  0.203
B 4.53 -8.07 0.12  -0.686
O 3.98 -9.33 0.15  0.188
O 5.71 -7.79 -0.49  0.222
C 4.23 -6.78 2.15  -0.330
O 3.96 -7.60 2.98  0.151
H -1.31 -4.32 -1.03  0.071
H -1.18 -2.58 -1.18  0.053
H -2.40 -3.43 -2.12  0.065
H -0.39 -2.67 -3.42  0.104
H -0.65 -4.46 -3.47  0.105
H 1.11 -3.18 -1.38  0.101
H 1.02 -4.85 -1.85  0.106
H 1.83 -3.10 -4.08  0.104
H 2.57 -4.62 -3.51  0.101
H 3.23 -2.99 -1.49  0.070
H 3.27 -1.82 -2.76  0.110
H 5.24 -2.49 -3.51  0.102
H 4.69 -4.10 -3.75  0.105
H 5.65 -4.84 -1.72  0.090
H 6.74 -3.66 -2.30  0.108
H 6.56 -2.33 -0.60  0.093
H 4.84 -2.26 -0.58  0.124
H 8.26 -2.17 1.36  0.117
H 6.85 -1.25 0.92  0.117
H 7.04 -3.37 3.82  -0.019
H 6.18 -6.62 4.58  0.078
H 3.57 -5.44 4.60  0.107
H 4.13 -6.88 5.35  0.096
H 4.58 -5.80 7.44  0.050
H 4.14 -4.19 6.77  0.050
H 2.96 -5.47 6.90  0.075
H 4.41 -9.88 0.82  0.118
H 5.90 -8.47 -1.16  0.126
C 1.37 1.62 3.08  -0.055
C 1.47 0.55 2.20  -0.056
C 0.52 0.39 1.20  -0.002
C -0.52 1.30 1.08  -0.081
C -0.63 2.36 1.97  -0.083
C 0.33 2.53 2.97  -0.002
C -1.76 3.33 1.89  -0.277
O -1.85 4.26 2.67  0.106
C -2.79 3.11 0.83  -0.083
C -3.88 3.96 0.77  0.002
C -4.84 3.79 -0.22  -0.053
C -4.70 2.76 -1.15  -0.052
C -3.62 1.91 -1.09  -0.002
C -2.66 2.07 -0.09  -0.083
C -1.51 1.12 -0.02  -0.275
O -1.39 0.23 -0.83  0.099
H 2.11 1.75 3.86  0.108
H 2.28 -0.16 2.29  0.106
H 0.59 -0.43 0.50  0.115
H 0.25 3.36 3.66  0.120
H -3.98 4.76 1.49  0.121
H -5.69 4.45 -0.27  0.095
H -5.45 2.63 -1.92  0.109
H -3.51 1.10 -1.80  0.120
C -5.08 8.87 -4.33  -0.055
C -4.75 7.82 -3.48  -0.053
C -5.69 7.30 -2.60  0.000
C -6.97 7.83 -2.58  -0.081
C -7.31 8.90 -3.42  -0.082
C -6.36 9.40 -4.30  -0.001
C -8.66 9.51 -3.38  -0.276
O -8.95 10.43 -4.11  0.108
C -9.65 8.97 -2.40  -0.082
C -10.90 9.56 -2.30  -0.002
C -11.83 9.06 -1.41  -0.056
C -11.52 7.97 -0.61  -0.056
C -10.27 7.38 -0.70  -0.002
C -9.33 7.88 -1.59  -0.083
C -7.98 7.25 -1.64  -0.273
O -7.71 6.29 -0.95  0.097
H -4.35 9.26 -5.01  0.108
H -3.75 7.41 -3.49  0.109
H -5.43 6.49 -1.94  0.108
H -6.63 10.22 -4.96  0.121
H -11.14 10.41 -2.93  0.121
H -12.81 9.53 -1.33  0.108
H -12.25 7.57 0.08  0.108
H -10.02 6.53 -0.08  0.120